(1)
{"formula": "C6H12N2O4S2", "method": "ωB97M-V/def2-TZVPD", "symbols": ["C", "C", "C", "C", "C", "C", "N", "N", "O", "O", "O", "O", "S", "S", "H", "H", "H", "H", "H", "H", "H", "H", "H", "H", "H", "H"], "positions_angstrom": [[1.2452, 0.1296, -1.6745], [1.8454, 2.6721, 0.8639], [0.7890, -1.2219, -1.9107], [1.7585, 2.0226, -0.2939], [0.0121, -1.9157, -1.0960], [1.0127, 0.8333, -0.6038], [-3.8469, -1.5129, 0.1758], [-1.7513, -0.6106, 1.4337], [3.2714, -1.2893, 2.5093], [4.1668, 0.6835, 1.4242], [-2.3737, 0.5887, -0.7258], [-3.8176, 0.7256, 1.3442], [2.9736, -0.0225, 1.8236], [-2.9648, -0.1497, 0.6531], [-1.5497, 0.0678, -0.8233], [1.8712, 0.7291, -2.2698], [2.4541, 3.5667, 1.1212], [1.2245, 2.2638, 1.6276], [1.1694, -1.5206, -2.9024], [2.2060, 2.6493, -1.1537], [-0.0497, -1.5410, -0.0852], [-0.2418, -2.9921, -1.3385], [0.3981, 0.3877, 0.1832], [-3.2170, -2.3659, -0.1388], [-4.6752, -1.4398, -0.5133], [-1.9101, -0.7378, 2.3698]], "gap_ev": 7.695, "homo_energy_ev": -8.8, "charge": 0, "relative_energy_kcal_mol": 20.9, "e_lumo_ev": -1.14}

(2)
{"formula": "C6H10", "method": "ωB97M-V/def2-TZVPD", "symbols": ["C", "C", "C", "C", "C", "C", "H", "H", "H", "H", "H", "H", "H", "H", "H", "H"], "positions_angstrom": [[2.7020, 0.3185, -0.2489], [1.5743, 0.0913, 0.3888], [0.3245, -0.2231, 0.4229], [-0.7020, -0.5506, -0.6534], [-1.0475, -0.5196, 0.8126], [-1.9660, 0.5821, 1.2703], [2.9509, 1.3062, -0.6298], [3.3921, -0.4901, -0.4777], [-1.1067, 0.2569, -1.2675], [-0.6800, -1.5141, -1.1615], [-1.2126, -1.5007, 1.2509], [-1.7047, 1.5232, 0.7732], [-2.9949, 0.3252, 0.9996], [-1.9041, 0.7316, 2.3500], [1.5525, -0.0901, -1.9038], [0.8221, -0.2467, -1.9258]], "smiles": "C=C=C1C[C@@H]1C.[H][H]", "gap_ev": 10.178, "homo_energy_ev": -9.0, "charge": 0, "relative_energy_kcal_mol": 101.8, "e_lumo_ev": 1.14}

(3)
{"formula": "C6H24FHfN12O6", "method": "ωB97M-V/def2-TZVPD", "symbols": ["Hf", "F", "C", "O", "N", "N", "H", "H", "H", "H", "C", "O", "N", "N", "H", "H", "H", "H", "C", "O", "N", "N", "H", "H", "H", "H", "C", "O", "N", "N", "H", "H", "H", "H", "C", "O", "N", "N", "H", "H", "H", "H", "C", "O", "N", "N", "H", "H", "H", "H"], "positions_angstrom": [[11.0321, -18.9199, 0.8836], [9.6315, -18.6905, -0.8581], [7.6207, -18.5649, 2.0884], [8.8687, -18.5401, 1.8278], [6.8839, -19.6805, 2.0687], [6.9832, -17.4497, 2.4851], [7.2311, -20.4714, 1.5345], [5.8848, -19.5392, 2.0952], [7.5638, -16.6930, 2.8097], [5.9789, -17.4127, 2.5067], [7.2741, -16.0430, -0.9538], [6.4895, -15.1358, -0.6662], [6.9877, -17.3565, -0.8164], [8.5823, -15.8280, -1.2252], [6.0558, -17.7303, -0.7849], [7.8140, -17.9313, -0.9422], [8.8491, -14.9226, -1.5692], [8.9397, -16.7632, -1.3585], [12.3824, -15.7246, -0.9120], [11.5382, -16.6610, -0.8090], [12.0956, -14.5926, -1.5884], [13.6601, -15.8195, -0.5293], [12.7132, -13.7999, -1.6115], [11.1349, -14.5312, -1.8785], [14.4193, -15.2028, -0.7590], [13.8078, -16.7551, -0.1829], [9.2089, -18.8142, -4.5389], [8.5652, -18.4272, -5.5066], [9.5270, -20.1064, -4.2828], [9.8463, -17.8839, -3.7726], [9.3550, -20.7124, -5.0752], [10.3945, -20.2672, -3.8001], [9.7692, -16.9028, -3.9734], [10.3299, -18.1891, -2.9407], [6.9293, -21.7842, -0.9558], [5.8907, -22.3729, -1.1781], [7.4392, -20.8247, -1.7783], [7.6466, -22.0168, 0.1920], [6.8823, -20.7907, -2.6222], [8.3087, -20.3468, -1.6485], [7.4054, -22.8320, 0.7363], [8.5790, -21.6440, 0.2303], [12.6088, -20.9486, -1.5651], [12.1837, -19.9647, -0.8720], [12.6278, -22.2178, -1.1827], [13.0184, -20.7417, -2.8302], [12.6771, -22.9920, -1.8247], [12.4158, -22.4155, -0.2159], [13.3998, -19.8503, -3.1103], [13.2329, -21.5398, -3.4047]], "gap_ev": 2.532, "homo_energy_ev": -17.1, "charge": 3, "relative_energy_kcal_mol": 66.8, "e_lumo_ev": -14.57}

(4)
{"formula": "C7H7CsFO3", "method": "ωB97M-V/def2-TZVPD", "symbols": ["C", "C", "C", "F", "C", "C", "C", "O", "O", "C", "O", "H", "H", "H", "H", "H", "H", "H", "Cs"], "positions_angstrom": [[2.3224, -0.6838, 0.4662], [1.8633, 0.7322, 0.1469], [0.7614, 0.7285, -0.8915], [0.5840, 1.9973, -1.4381], [-0.5599, 0.3178, -0.3185], [-1.3383, 0.9661, 0.5377], [-2.5427, 0.1834, 0.7812], [-3.4890, 0.4067, 1.4578], [-2.4362, -1.0144, 0.0346], [-1.2298, -0.9413, -0.6857], [-0.8868, -1.7775, -1.4404], [3.0306, -0.6768, 1.2856], [2.7992, -1.1385, -0.3951], [1.4892, -1.3128, 0.7719], [1.4993, 1.2083, 1.0551], [2.6857, 1.3292, -0.2302], [1.0205, 0.0412, -1.6955], [-1.1612, 1.9234, 0.9937], [-4.4117, -2.2888, -0.4355]], "gap_ev": 9.983, "homo_energy_ev": -14.8, "charge": 1, "e_lumo_ev": -4.81}

(5)
{"formula": "C2H4LiMnO", "method": "ωB97M-V/def2-TZVPD", "symbols": ["O", "Li", "Mn", "C", "C", "H", "H", "H", "H"], "positions_angstrom": [[2.0436, -0.1095, -0.0933], [3.6381, -0.4482, 0.4352], [0.8627, 0.9179, -0.9110], [-1.1747, 0.6578, 0.2460], [-0.7912, -0.6351, -0.0398], [-1.9170, 1.1591, -0.3837], [-0.9594, 1.0957, 1.2259], [-0.1918, -1.5111, 0.2267], [-1.5104, -1.1265, -0.7059]], "gap_ev": [8.190, 8.796], "homo_energy_ev": [-12.9, -13.6], "charge": 1, "relative_energy_kcal_mol": 0.0, "e_lumo_ev": [-4.67, -4.82], "multiplicity": 6}

(6)
{"formula": "C5H9N2S", "method": "ωB97M-V/def2-TZVPD", "symbols": ["C", "C", "C", "C", "C", "N", "N", "S", "H", "H", "H", "H", "H", "H", "H", "H", "H"], "positions_angstrom": [[2.2518, -0.6885, 0.4235], [1.4213, 1.4005, -0.3310], [-0.5176, -0.4993, -0.0383], [-0.8792, -0.2812, 1.3439], [-1.6122, -0.5899, -1.0679], [2.2834, 0.5954, 0.3599], [0.1535, 1.2516, -0.4678], [0.9749, -1.5720, -0.3141], [3.0239, -1.1561, 0.8380], [1.7691, 2.3075, -0.9155], [-0.1256, 0.0418, 2.0449], [-1.0118, -1.2254, 1.9220], [-1.5797, 0.5212, 1.2956], [-1.5275, -0.1636, -2.0687], [-2.4392, -0.1437, -0.6635], [-1.8551, -1.5756, -1.1854], [-0.3300, 1.7773, -1.1757]], "gap_ev": 9.529, "homo_energy_ev": -14.6, "charge": 1, "relative_energy_kcal_mol": 63.0, "e_lumo_ev": -5.03}